Computed, not measured: a structure of composition C12H10BrGaNS2, with ωB97M-V/def2-TZVPD.

Its spin multiplicity is 1. The HOMO-LUMO gap is 6.71 eV. As for the net charge: +1. The value obtained for the HOMO energy is -11.36 eV. Its LUMO energy is -4.6 eV.

Positions of all 27 atoms, in Å:
1 H 4.27 8.88 1.74
2 S 10.37 12.28 1.77
3 C 9.69 16.32 1.74
4 H 8.82 17.01 1.74
5 Ga 8.12 12.22 1.70
6 H 5.85 6.86 1.72
7 H 9.43 7.47 2.30
8 C 7.59 8.11 1.68
9 S 7.76 14.41 1.78
10 C 5.35 9.01 1.73
11 C 6.20 7.90 1.72
12 C 11.86 14.54 1.73
13 Br 4.66 11.80 1.82
14 C 10.55 14.04 1.79
15 C 10.99 16.82 1.73
16 H 9.08 9.65 1.69
17 C 9.47 14.94 1.76
18 C 5.85 10.29 1.73
19 H 13.06 16.33 1.76
20 H 11.23 17.89 1.74
21 N 7.21 10.50 1.69
22 H 9.23 6.75 1.12
23 H 8.22 6.04 2.14
24 C 8.60 7.05 1.84
25 C 12.06 15.92 1.77
26 C 8.03 9.41 1.73
27 H 12.69 13.85 1.78